No. 1
{
  "formula": "C40H33BF4IN6O4SSc",
  "method": "ωB97M-V/def2-TZVPD",
  "de_lowest_kcal_mol": 86.82,
  "e_homo_ev": -7.82,
  "spin_multiplicity": 1,
  "homo_lumo_gap_ha": 0.2176,
  "species": ["Sc", "C", "C", "N", "C", "C", "C", "O", "C", "C", "N", "C", "C", "C", "C", "C", "C", "I", "C", "O", "H", "H", "H", "H", "H", "H", "H", "H", "H", "H", "H", "H", "C", "C", "C", "C", "C", "C", "C", "S", "O", "O", "N", "C", "C", "C", "C", "C", "C", "C", "C", "N", "C", "H", "H", "H", "H", "H", "H", "H", "H", "H", "H", "H", "H", "H", "C", "C", "C", "C", "N", "C", "C", "C", "C", "C", "C", "N", "H", "H", "H", "H", "H", "H", "H", "H", "F", "B", "F", "F", "F"],
  "coordinates": [[0.181, 1.579, -0.374], [-3.212, 4.730, 0.387], [-3.590, 3.403, 0.948], [-4.779, 3.163, 1.376], [-5.098, 1.910, 1.878], [-4.233, 0.890, 2.007], [-4.652, -0.413, 2.624], [-4.035, -0.641, 3.895], [-2.861, 1.089, 1.569], [-1.889, 0.172, 1.841], [-0.567, 0.254, 1.477], [0.310, -0.060, 2.402], [0.016, -0.288, 3.787], [1.020, -0.471, 4.673], [2.407, -0.410, 4.298], [2.745, -0.267, 3.011], [1.708, -0.272, 1.986], [1.237, 3.073, 2.195], [-2.539, 2.360, 0.954], [-1.443, 2.626, 0.445], [-4.035, 5.428, 0.518], [-2.969, 4.623, -0.673], [-2.308, 5.103, 0.871], [-6.132, 1.801, 2.184], [-4.351, -1.255, 1.999], [-5.741, -0.442, 2.714], [-4.264, 0.095, 4.473], [-2.169, -0.702, 2.420], [-1.006, -0.224, 4.134], [0.777, -0.602, 5.720], [3.161, -0.436, 5.073], [3.774, -0.178, 2.698], [-4.964, -4.410, 1.286], [-4.061, -3.482, 0.520], [-2.696, -3.435, 0.791], [-1.858, -2.588, 0.081], [-2.374, -1.773, -0.913], [-3.733, -1.808, -1.200], [-4.563, -2.656, -0.484], [-1.384, -0.590, -1.814], [-1.824, -0.693, -3.172], [-1.672, 0.674, -1.096], [0.143, -0.731, -1.530], [0.942, -1.652, -2.219], [0.605, -2.977, -2.385], [1.472, -3.883, -3.034], [2.680, -3.478, -3.514], [3.058, -2.120, -3.389], [4.270, -1.619, -3.914], [4.549, -0.287, -3.807], [3.617, 0.544, -3.152], [2.500, 0.115, -2.629], [2.196, -1.199, -2.748], [-4.745, -4.377, 2.354], [-4.831, -5.442, 0.955], [-6.011, -4.147, 1.143], [-2.283, -4.070, 1.567], [-0.799, -2.571, 0.298], [-4.132, -1.176, -1.983], [-5.623, -2.676, -0.710], [-0.349, -3.341, -2.027], [1.157, -4.914, -3.144], [3.349, -4.169, -4.013], [4.953, -2.299, -4.409], [5.457, 0.137, -4.215], [3.823, 1.608, -3.057], [2.889, -2.225, 0.667], [4.115, -1.769, 0.394], [4.315, -0.356, 0.173], [3.307, 0.529, 0.246], [1.981, 0.149, 0.595], [1.778, -1.294, 0.834], [3.461, 1.904, -0.255], [4.691, 2.543, -0.198], [4.845, 3.761, -0.834], [3.768, 4.281, -1.528], [2.563, 3.599, -1.498], [2.387, 2.449, -0.846], [2.667, -3.282, 0.725], [4.944, -2.447, 0.244], [5.272, -0.020, -0.199], [0.799, -1.619, 0.518], [5.503, 2.095, 0.357], [5.789, 4.289, -0.792], [3.832, 5.216, -2.066], [1.707, 4.014, -2.001], [0.030, 2.314, -2.337], [-0.642, 3.676, -2.530], [-0.083, 4.209, -3.661], [-1.992, 3.470, -2.587], [-0.256, 4.359, -1.368]],
  "lowdin_charge": [0.9580, 0.0052, -0.2191, 0.1391, -0.0735, -0.1500, -0.1944, -0.0594, -0.0537, -0.0189, 0.0520, -0.2698, 0.0072, -0.0211, -0.0497, 0.0085, -0.3242, 0.3129, -0.2285, -0.1333, 0.0856, 0.0838, 0.0982, 0.1133, 0.1029, 0.1226, 0.0965, 0.1228, 0.1161, 0.1179, 0.1127, 0.1242, -0.0447, -0.2868, -0.0355, -0.0770, -0.2605, -0.0338, -0.0326, 0.6295, -0.2426, -0.3711, -0.1613, -0.2534, -0.0171, -0.0710, -0.0471, -0.1567, -0.0160, -0.0441, -0.1235, 0.1426, -0.1522, 0.0817, 0.0852, 0.0771, 0.1192, 0.0912, 0.1248, 0.1174, 0.1016, 0.1055, 0.1098, 0.1160, 0.1033, 0.1076, -0.0073, -0.0449, -0.0102, -0.1978, 0.0329, -0.1176, -0.2987, -0.0122, -0.0389, -0.0235, -0.0959, 0.0131, 0.1225, 0.1144, 0.1194, 0.0969, 0.1172, 0.1134, 0.1159, 0.0964, -0.0320, -1.1988, 0.1771, 0.1823, 0.1069]
}


No. 2
{
  "formula": "C40H33F6GeN6O4PSr",
  "method": "ωB97M-V/def2-TZVPD",
  "de_lowest_kcal_mol": 50.53,
  "e_homo_ev": -8.47,
  "spin_multiplicity": 1,
  "homo_lumo_gap_ha": 0.3198,
  "species": ["Sr", "O", "C", "O", "C", "C", "C", "C", "C", "N", "C", "O", "O", "H", "H", "H", "C", "N", "C", "C", "N", "C", "C", "C", "C", "C", "C", "N", "C", "N", "C", "C", "C", "C", "C", "C", "N", "H", "H", "H", "H", "H", "H", "H", "H", "H", "H", "H", "H", "H", "H", "H", "F", "P", "F", "F", "F", "F", "F", "C", "Ge", "C", "C", "C", "C", "C", "C", "C", "C", "C", "C", "C", "C", "C", "C", "C", "C", "H", "H", "H", "H", "H", "H", "H", "H", "H", "H", "H", "H", "H", "H", "H"],
  "coordinates": [[1.906, -1.222, 0.396], [4.297, 0.949, -2.953], [3.398, 0.873, -2.104], [3.354, 0.153, -1.070], [2.199, 1.721, -2.354], [2.103, 2.512, -3.484], [0.938, 3.321, -3.601], [-0.048, 3.199, -2.684], [0.076, 2.205, -1.720], [1.153, 1.498, -1.464], [-1.090, 1.934, -0.789], [-1.768, 2.800, -0.297], [-1.352, 0.629, -0.590], [2.941, 2.537, -4.198], [0.737, 3.980, -4.377], [-1.016, 3.785, -2.703], [5.251, -1.966, 0.123], [4.097, -2.689, -0.466], [4.165, -2.634, -1.925], [2.933, -2.192, -2.507], [1.753, -2.340, -1.952], [0.835, -1.859, -2.843], [-0.541, -1.739, -2.679], [-1.272, -1.057, -3.678], [-0.583, -0.478, -4.772], [0.826, -0.648, -4.942], [1.498, -1.316, -3.941], [2.821, -1.609, -3.771], [5.046, -1.627, 1.571], [4.035, -0.968, 2.038], [4.299, -0.780, 3.387], [3.511, -0.306, 4.394], [3.965, -0.407, 5.719], [5.210, -1.026, 5.982], [6.085, -1.460, 5.014], [5.538, -1.383, 3.705], [5.971, -1.914, 2.510], [5.206, -0.936, -0.451], [6.207, -2.410, -0.048], [3.909, -3.640, -0.092], [4.478, -3.545, -2.435], [4.897, -1.865, -2.182], [-1.060, -2.144, -1.842], [-2.394, -1.046, -3.710], [-1.241, -0.109, -5.554], [1.381, -0.135, -5.763], [3.639, -1.283, -4.290], [2.573, -0.018, 4.236], [3.215, -0.165, 6.442], [5.382, -1.188, 7.002], [7.091, -1.852, 5.207], [6.932, -2.129, 2.249], [-0.999, -2.950, 3.293], [0.347, -3.364, 2.498], [0.983, -1.942, 2.996], [-0.297, -4.712, 1.962], [0.909, -4.064, 3.852], [1.780, -3.620, 1.700], [-0.034, -2.502, 1.073], [-3.026, -1.624, 0.394], [-3.041, 0.301, 0.337], [-2.753, 0.747, 2.185], [-3.522, 1.493, 3.110], [-3.108, 1.502, 4.392], [-1.971, 0.859, 4.854], [-1.171, 0.159, 3.952], [-1.627, 0.074, 2.680], [-4.364, 1.011, -0.885], [-4.744, 0.118, -1.842], [-5.870, 0.268, -2.697], [-6.599, 1.394, -2.633], [-6.121, 2.502, -1.800], [-6.623, 3.851, -1.962], [-6.038, 4.898, -1.363], [-5.007, 4.694, -0.360], [-4.579, 3.399, -0.123], [-5.045, 2.312, -0.879], [-2.676, -1.966, 1.375], [-2.423, -2.138, -0.359], [-4.045, -2.027, 0.310], [-4.335, 2.232, 2.707], [-3.680, 2.175, 5.078], [-1.761, 0.910, 5.842], [-0.268, -0.387, 4.167], [-1.155, -0.409, 1.895], [-4.397, -0.954, -1.869], [-6.179, -0.561, -3.382], [-7.394, 1.599, -3.313], [-7.551, 3.962, -2.487], [-6.557, 5.899, -1.352], [-4.688, 5.509, 0.232], [-3.853, 3.343, 0.677]],
  "lowdin_charge": [1.5537, 0.0028, -0.6512, -0.1918, -0.1610, 0.0238, -0.0392, -0.0123, -0.2033, 0.1931, -0.4954, 0.0817, -0.1282, 0.1267, 0.0873, 0.1488, -0.1257, -0.0915, -0.1557, -0.3270, 0.0613, -0.2440, -0.0026, -0.0737, -0.0756, -0.0068, -0.2278, 0.1948, -0.3311, 0.0953, -0.2120, -0.0056, -0.0414, -0.0927, -0.0023, -0.1646, 0.1599, 0.1528, 0.1106, 0.1429, 0.1420, 0.1258, 0.0778, 0.1087, 0.0950, 0.1233, 0.1764, 0.0607, 0.0987, 0.0839, 0.1150, 0.1738, -0.1262, 0.2459, -0.2145, -0.0980, -0.1372, -0.2258, -0.3302, -0.1667, 1.0264, -0.2399, -0.1026, -0.1177, -0.0501, -0.0528, -0.1449, -0.1854, -0.1317, -0.0943, -0.0294, -0.1243, -0.0622, -0.0884, -0.0424, -0.0644, -0.1557, 0.0247, 0.0150, 0.0410, 0.1339, 0.1203, 0.0690, 0.0915, 0.0398, 0.1072, 0.1211, 0.1009, 0.1021, 0.1190, 0.0874, 0.0856]
}


No. 3
{
  "formula": "C40H33N6O3RuS5",
  "method": "ωB97M-V/def2-TZVPD",
  "de_lowest_kcal_mol": 54.97,
  "e_homo_ev": [-7.11, -7.13],
  "spin_multiplicity": 2,
  "homo_lumo_gap_ha": [0.2389, 0.2293],
  "species": ["Ru", "N", "C", "S", "N", "N", "C", "C", "C", "C", "C", "C", "C", "C", "C", "C", "C", "C", "N", "H", "H", "H", "H", "H", "H", "H", "H", "H", "H", "H", "C", "C", "O", "C", "C", "C", "C", "C", "C", "O", "H", "H", "H", "H", "H", "H", "H", "N", "C", "S", "C", "C", "C", "N", "C", "C", "H", "H", "H", "H", "H", "H", "O", "C", "C", "C", "C", "C", "S", "C", "C", "C", "C", "S", "C", "C", "C", "C", "S", "H", "H", "H", "H", "H", "H", "H", "H", "H"],
  "coordinates": [[-0.297, -0.141, -0.863], [-3.186, -0.129, 1.867], [-2.168, -0.163, 0.992], [-1.218, -1.587, 0.786], [-1.733, 0.832, 0.251], [0.071, 3.497, -0.696], [1.000, 3.099, 0.080], [1.151, 3.818, 1.369], [0.761, 5.159, 1.423], [0.848, 5.866, 2.609], [1.316, 5.241, 3.758], [1.696, 3.909, 3.712], [1.622, 3.198, 2.522], [1.878, 1.893, -0.256], [3.304, 1.968, 0.217], [3.842, 1.090, 1.068], [3.042, 0.035, 1.621], [1.784, -0.109, 1.147], [1.183, 0.693, 0.213], [-3.492, -0.997, 2.270], [-3.795, 0.674, 1.876], [0.389, 5.628, 0.522], [0.549, 6.906, 2.638], [1.383, 5.794, 4.687], [2.051, 3.413, 4.607], [1.903, 2.155, 2.517], [3.908, 2.739, -0.242], [4.891, 1.175, 1.328], [3.420, -0.662, 2.354], [1.170, -0.925, 1.495], [-5.018, 0.851, -3.372], [-3.707, 0.207, -2.960], [-2.914, 0.873, -2.315], [-3.422, -1.175, -3.357], [-4.317, -1.848, -4.210], [-4.108, -3.134, -4.645], [-2.956, -3.799, -4.209], [-2.068, -3.183, -3.367], [-2.258, -1.852, -2.897], [-1.354, -1.387, -2.101], [-5.045, 1.848, -2.939], [-5.877, 0.276, -3.022], [-5.097, 0.927, -4.458], [-5.202, -1.324, -4.544], [-4.815, -3.617, -5.305], [-2.761, -4.815, -4.532], [-1.181, -3.700, -3.023], [4.551, -3.765, -4.552], [3.869, -4.254, -3.502], [4.026, -5.801, -2.987], [2.967, -3.262, -2.826], [1.899, -3.706, -2.056], [1.056, -2.782, -1.478], [1.234, -1.461, -1.603], [2.282, -1.028, -2.304], [3.158, -1.893, -2.937], [5.134, -4.399, -5.072], [4.308, -2.887, -4.976], [1.724, -4.764, -1.928], [0.187, -3.090, -0.915], [2.430, 0.042, -2.335], [3.990, -1.450, -3.468], [2.020, 1.807, -1.701], [1.163, 2.479, -2.644], [-0.108, 2.897, -1.943], [-1.326, 2.926, -2.506], [-2.503, 3.461, -1.849], [-2.918, 3.298, -0.591], [-2.323, 2.375, 0.763], [1.845, 3.738, -3.161], [2.741, 4.528, -2.507], [3.054, 5.719, -3.218], [2.377, 5.812, -4.393], [1.373, 4.454, -4.652], [1.011, 1.456, -3.747], [1.977, 1.166, -4.670], [1.718, -0.030, -5.386], [0.571, -0.640, -4.972], [-0.211, 0.247, -3.746], [-1.453, 2.635, -3.539], [-3.165, 4.038, -2.488], [-3.819, 3.824, -0.287], [3.159, 4.283, -1.543], [3.753, 6.465, -2.869], [2.436, 6.595, -5.131], [2.857, 1.779, -4.805], [2.346, -0.412, -6.178], [0.120, -1.543, -5.352]],
  "lowdin_charge": [1.1793, 0.0829, -0.9419, 0.7390, -0.4502, 0.1698, -0.1494, -0.1487, -0.0234, -0.0809, -0.0896, -0.0714, -0.0122, -0.3818, -0.0192, -0.0986, -0.1135, -0.2075, -0.0760, 0.0952, 0.0615, 0.1127, 0.1008, 0.1001, 0.1035, 0.0934, 0.1051, 0.1064, 0.0907, 0.0437, -0.0078, -0.3728, -0.0168, -0.0982, -0.0493, -0.1030, -0.0884, -0.0163, -0.3724, -0.3898, 0.0756, 0.0868, 0.0868, 0.0998, 0.0947, 0.1027, 0.1004, 0.0870, -0.8314, 0.6897, -0.2136, -0.0160, -0.1118, -0.0506, -0.1050, 0.0099, 0.0987, 0.0952, 0.0918, 0.0727, 0.0966, 0.1205, -0.0661, -0.4018, -0.2294, -0.0656, -0.1570, -0.4114, 0.9814, -0.4387, -0.0966, -0.1730, -0.4119, 1.0717, -0.4434, -0.1284, -0.1707, -0.3376, 1.1458, 0.1047, 0.1122, 0.0584, 0.1016, 0.1022, 0.0634, 0.1206, 0.1032, 0.0808]
}


No. 4
{
  "formula": "C40H34AsF6N7O2Ta",
  "method": "ωB97M-V/def2-TZVPD",
  "de_lowest_kcal_mol": 61.82,
  "e_homo_ev": [-13.70, -13.70],
  "spin_multiplicity": 2,
  "homo_lumo_gap_ha": [0.2301, 0.1981],
  "total_charge": 2,
  "species": ["Ta", "C", "C", "C", "C", "C", "C", "N", "C", "C", "C", "C", "C", "C", "N", "N", "C", "C", "C", "C", "C", "N", "H", "H", "H", "H", "H", "H", "H", "H", "H", "H", "H", "H", "H", "C", "C", "C", "C", "C", "C", "C", "C", "N", "C", "O", "C", "C", "C", "C", "C", "N", "C", "O", "N", "C", "C", "C", "C", "C", "C", "C", "C", "H", "H", "H", "H", "H", "H", "H", "H", "H", "H", "H", "H", "H", "H", "H", "H", "H", "H", "H", "H", "H", "F", "As", "F", "F", "F", "F", "F"],
  "coordinates": [[-0.160, 0.148, 0.053], [-2.116, -5.128, 0.978], [-1.715, -4.815, -0.311], [-1.566, -3.488, -0.690], [-1.793, -2.475, 0.231], [-2.255, -2.785, 1.508], [-2.403, -4.111, 1.880], [-1.769, -1.085, -0.197], [-3.033, -0.619, -0.583], [-4.139, -1.432, -0.846], [-5.335, -0.835, -1.192], [-5.474, 0.558, -1.265], [-4.395, 1.367, -1.012], [-3.177, 0.756, -0.698], [-1.995, 1.428, -0.422], [-2.007, 2.669, -0.430], [-0.799, 3.224, -0.019], [-0.721, 4.595, 0.103], [0.461, 5.146, 0.569], [1.506, 4.297, 0.888], [1.347, 2.934, 0.727], [0.214, 2.384, 0.270], [-2.234, -6.162, 1.273], [-1.540, -5.603, -1.032], [-1.326, -3.239, -1.714], [-2.517, -1.994, 2.196], [-2.761, -4.350, 2.873], [-4.063, -2.506, -0.771], [-6.190, -1.463, -1.401], [-6.431, 0.990, -1.521], [-4.460, 2.444, -1.059], [-1.585, 5.189, -0.155], [0.561, 6.216, 0.687], [2.447, 4.675, 1.261], [2.153, 2.265, 0.969], [3.961, 0.498, 1.164], [3.474, -0.114, 2.438], [4.142, 0.116, 3.605], [3.873, -0.664, 4.742], [2.947, -1.698, 4.695], [2.225, -1.976, 3.555], [1.177, -3.042, 3.647], [2.450, -1.137, 2.391], [1.784, -1.297, 1.209], [1.827, -2.596, 0.735], [2.361, -3.548, 1.251], [1.361, -2.670, -0.672], [1.666, -3.775, -1.448], [1.379, -3.746, -2.801], [0.842, -2.583, -3.337], [0.582, -1.531, -2.485], [0.800, -1.569, -1.170], [0.202, -0.192, -2.977], [0.121, 0.063, -4.148], [0.095, 0.739, -1.940], [0.160, 2.085, -2.505], [-0.923, 2.635, -3.193], [-2.142, 1.856, -3.597], [-0.821, 3.956, -3.627], [0.340, 4.683, -3.450], [1.453, 4.069, -2.896], [1.388, 2.758, -2.444], [2.661, 2.078, -2.016], [4.445, 1.457, 1.344], [4.704, -0.163, 0.707], [3.175, 0.605, 0.423], [4.936, 0.850, 3.639], [4.415, -0.473, 5.659], [2.758, -2.280, 5.588], [0.662, -2.955, 4.604], [0.442, -3.006, 2.852], [1.660, -4.019, 3.609], [2.140, -4.618, -0.965], [1.604, -4.594, -3.434], [0.651, -2.451, -4.393], [-2.231, 0.894, -3.102], [-3.052, 2.428, -3.420], [-2.080, 1.656, -4.668], [-1.663, 4.399, -4.145], [0.399, 5.705, -3.799], [2.396, 4.599, -2.843], [3.287, 2.735, -1.412], [2.489, 1.152, -1.469], [3.240, 1.812, -2.903], [-0.574, -0.972, 2.393], [-0.676, 0.537, 3.322], [0.362, -0.032, 4.525], [0.740, 0.906, 2.232], [-0.671, 2.140, 3.855], [-1.571, 1.035, 1.851], [-2.105, 0.057, 4.076]],
  "lowdin_charge": [2.0908, -0.0436, -0.0455, -0.0501, -0.3057, -0.0343, -0.0394, -0.0884, -0.2006, 0.0272, -0.0114, -0.0313, 0.0105, -0.2213, -0.0639, 0.1785, -0.2947, 0.0564, 0.0185, 0.0094, -0.1037, -0.0120, 0.1187, 0.1184, 0.1136, 0.1122, 0.1210, 0.1247, 0.1257, 0.1226, 0.1250, 0.1397, 0.1349, 0.1310, 0.0878, -0.0280, -0.1788, -0.0003, 0.0319, -0.0087, -0.1564, -0.0249, -0.1611, 0.0663, -0.4305, 0.1327, -0.1792, 0.0510, 0.0268, 0.0548, -0.1847, 0.0340, -0.4326, 0.1704, -0.0625, -0.2229, -0.2158, -0.0257, -0.0245, -0.0478, -0.0326, -0.2203, -0.0280, 0.0992, 0.1158, 0.0240, 0.1310, 0.1318, 0.1375, 0.1036, 0.0555, 0.1084, 0.1419, 0.1352, 0.1430, 0.0618, 0.0886, 0.1061, 0.1265, 0.1174, 0.1251, 0.0879, 0.0403, 0.1072, -0.2891, 0.8123, -0.1408, -0.3152, -0.1579, -0.2707, -0.1497]
}


Question: Number 4 is which compound?
Answer: C40H34AsF6N7O2Ta